Below is a structure of composition C29H29N2O5Re, with properties calculated with wB97M-V/def2-TZVPD.

```
66
Properties=species:S:1:pos:R:3:forces:R:3:nbo_charge:R:1
C 2.657 -0.315 1.744 0.81 0.45 -0.50 -0.248
C 2.546 -1.015 0.498 2.03 0.19 -0.30 -0.293
C 2.063 -0.085 -0.495 1.64 0.41 -0.40 -0.260
H 2.842 -2.048 0.337 -0.22 0.27 -0.03 0.275
C 1.882 1.193 0.139 1.53 0.34 0.09 -0.247
C 2.247 1.052 1.526 0.88 0.40 -0.20 -0.274
H 1.563 2.105 -0.356 -0.24 -0.28 0.16 0.301
C -1.158 -2.063 1.748 -0.28 -0.69 -0.96 -0.155
C 0.117 -2.325 1.105 -0.50 -0.57 -0.41 -0.421
C -0.037 -1.903 -0.289 -1.03 -0.89 -0.05 -0.393
H 0.906 -2.964 1.480 -0.22 -0.10 -0.01 0.265
C -1.451 -1.587 -0.498 0.41 -0.67 0.11 0.144
C -2.081 -1.668 0.756 -0.33 -0.31 0.54 -0.224
H 1.957 -0.259 -1.564 -0.19 -0.06 0.33 0.293
H 2.225 1.835 2.275 -0.07 -0.12 -0.10 0.284
H 2.976 -0.737 2.692 -0.14 0.05 -0.21 0.281
H -3.153 -1.541 0.921 0.52 0.22 0.05 0.244
H 0.646 -2.176 -1.093 -0.33 0.04 0.33 0.259
H -1.375 -2.303 2.786 0.01 0.26 -0.21 0.257
Re 0.629 -0.287 1.034 -2.83 -0.44 -0.05 1.320
C -2.159 -1.529 -1.852 -0.09 0.59 -0.52 -0.097
C -3.457 -2.364 -1.767 -0.07 -0.08 0.23 -0.594
C -1.288 -2.139 -2.963 0.12 -0.07 0.26 -0.609
H -3.231 -3.404 -1.496 -0.05 0.25 -0.02 0.223
H -3.974 -2.375 -2.738 0.24 0.07 0.24 0.228
H -4.153 -1.954 -1.024 0.14 -0.12 -0.21 0.217
H -1.056 -3.182 -2.707 0.02 0.23 -0.18 0.221
H -0.349 -1.587 -3.088 -0.11 -0.07 -0.09 0.210
H -1.829 -2.136 -3.920 0.15 0.04 0.30 0.227
C -2.613 -0.081 -2.258 -0.21 -0.01 0.01 -0.473
C -1.551 0.987 -2.476 0.37 0.88 1.07 0.673
H -3.241 0.294 -1.440 0.09 0.05 -0.28 0.251
H -3.240 -0.160 -3.165 0.23 -0.11 0.36 0.223
O -1.125 1.657 -1.521 -0.07 -1.21 -0.36 -0.654
N -1.103 1.260 -3.725 -0.51 0.11 -0.36 -0.607
C -0.124 2.334 -3.909 -0.06 0.03 -0.09 -0.255
H -1.584 0.902 -4.548 0.17 0.05 0.56 0.407
C 1.258 1.764 -4.102 0.34 -0.18 0.03 -0.042
C 2.396 2.378 -3.558 -0.31 -0.33 -0.15 -0.239
H 2.266 3.266 -2.933 0.16 -0.20 -0.26 0.216
C 3.660 1.836 -3.803 -0.12 -0.08 -0.08 -0.152
H 4.541 2.315 -3.377 -0.18 -0.13 -0.17 0.215
C 3.792 0.683 -4.587 -0.16 0.00 0.09 -0.237
H 4.779 0.280 -4.808 -0.23 0.09 0.12 0.226
C 2.653 0.040 -5.084 -0.28 0.25 0.13 -0.205
H 2.724 -0.883 -5.659 0.14 0.26 0.10 0.224
C 1.388 0.586 -4.842 0.46 -0.05 0.13 -0.218
H 0.482 0.088 -5.202 0.47 0.12 -0.02 0.209
H -0.148 2.972 -3.020 -0.12 -0.10 -0.24 0.247
H -0.408 2.938 -4.783 0.01 -0.19 0.23 0.223
O -2.249 2.261 2.488 1.53 -1.38 -0.07 -0.529
C -1.354 1.440 2.644 -1.54 1.37 -0.16 0.760
O -0.755 0.819 1.621 -2.13 1.52 1.27 -0.699
C -0.901 1.080 4.031 0.15 -0.09 0.87 -0.073
C -0.030 0.010 4.311 -0.19 0.43 -0.21 -0.218
C 0.323 -0.298 5.615 -0.08 0.14 0.69 -0.176
C -0.206 0.469 6.665 -0.55 0.46 -1.93 0.051
C -1.058 1.557 6.417 0.36 -0.49 0.05 -0.169
C -1.410 1.852 5.108 0.29 -0.39 -0.51 -0.162
N 0.081 0.112 8.013 0.84 -0.87 3.99 0.488
O 0.818 -0.876 8.241 -1.41 1.90 -0.88 -0.362
O -0.421 0.799 8.935 0.92 -1.26 -2.18 -0.349
H 0.385 -0.616 3.504 -0.26 0.30 0.46 0.187
H 0.990 -1.125 5.850 -0.21 0.19 -0.04 0.257
H -1.433 2.140 7.253 0.05 -0.17 -0.20 0.268
H -2.091 2.678 4.913 0.22 -0.26 -0.13 0.260
```
Forces are in eV/Å.

As for the total charge: +1. Its spin multiplicity is 4. For the HOMO energy (spin up / spin down), the calculation gives -11.007 / -11.791 eV. The largest force on an atom is 4.17 eV Å⁻¹.

---

Below is a structure of composition C29H30AsClN3O2PPdS2, with properties calculated with wB97M-V/def2-TZVPD.

```
70
Properties=species:S:1:pos:R:3:forces:R:3:nbo_charge:R:1
Pd -0.134 -0.391 0.020 -0.41 0.46 -0.44 0.770
S 3.789 -0.704 1.969 0.21 0.07 0.09 0.525
C 2.651 -0.901 3.220 0.02 0.03 0.03 -0.366
C 1.366 -0.730 2.793 0.16 -0.01 -0.06 -0.339
C 1.325 -0.452 1.404 -0.90 -0.69 0.21 -0.051
C 2.554 -0.389 0.829 0.48 0.07 -0.08 -0.364
C 2.741 0.028 -0.543 0.05 -0.07 0.01 0.214
C 3.960 0.243 -1.169 0.11 -0.02 -0.03 -0.227
C 3.970 0.706 -2.470 0.02 0.01 -0.05 -0.112
C 2.764 0.961 -3.112 0.06 -0.02 0.03 -0.262
C 1.589 0.716 -2.430 0.03 0.09 -0.03 0.054
N 1.578 0.244 -1.181 -0.18 0.12 0.03 -0.490
H 2.989 -1.123 4.221 -0.02 0.01 -0.03 0.261
H 0.516 -0.789 3.449 0.02 -0.03 0.06 0.249
H 4.884 0.060 -0.635 -0.03 0.00 -0.01 0.243
H 4.910 0.881 -2.978 -0.03 0.02 0.03 0.244
H 2.733 1.365 -4.114 0.00 -0.02 0.01 0.244
H 0.621 0.921 -2.865 0.00 0.00 0.02 0.236
S -0.745 1.584 1.017 0.30 -0.22 0.01 0.200
C -1.220 1.131 2.661 0.15 0.26 -0.07 -0.090
C -1.145 2.066 3.683 0.04 0.08 0.16 -0.242
C -1.518 1.699 4.974 0.01 0.03 -0.14 -0.156
C -1.934 0.404 5.255 0.01 0.00 -0.02 -0.205
C -2.027 -0.525 4.226 -0.09 0.06 0.02 -0.198
C -1.693 -0.138 2.937 -0.30 -0.24 0.14 -0.461
As -1.911 -1.222 1.387 0.28 0.65 0.53 1.381
C -1.839 -3.024 2.012 0.33 -0.23 -0.45 -0.410
C -2.991 -3.800 2.008 0.00 0.00 0.09 -0.142
C -2.937 -5.090 2.520 -0.02 -0.06 0.01 -0.225
C -1.742 -5.596 3.015 0.02 -0.01 -0.03 -0.190
C -0.585 -4.821 2.992 -0.03 -0.04 -0.04 -0.204
C -0.626 -3.535 2.476 -0.13 -0.09 -0.03 -0.210
C -3.687 -0.885 0.797 0.05 -0.07 -0.44 -0.415
C -4.085 -1.382 -0.442 -0.12 0.01 0.07 -0.138
C -5.383 -1.159 -0.871 0.02 0.01 0.03 -0.221
C -6.262 -0.433 -0.075 0.01 0.01 0.03 -0.166
C -5.850 0.064 1.154 -0.02 0.00 -0.01 -0.182
C -4.553 -0.155 1.599 -0.11 -0.01 -0.03 -0.200
H -0.782 3.066 3.477 0.00 -0.02 0.06 0.241
H -1.464 2.432 5.769 0.04 -0.02 -0.01 0.241
H -2.187 0.117 6.267 -0.01 0.02 -0.01 0.240
H -2.363 -1.536 4.429 -0.01 0.00 -0.01 0.233
H -3.924 -3.398 1.634 -0.01 -0.01 -0.01 0.233
H -3.834 -5.696 2.544 0.02 0.01 0.00 0.239
H -1.710 -6.599 3.422 -0.01 0.02 0.02 0.238
H 0.343 -5.217 3.385 -0.01 0.00 -0.01 0.235
H 0.274 -2.935 2.437 0.03 0.00 0.03 0.237
H -3.391 -1.928 -1.069 -0.03 -0.05 0.04 0.225
H -5.710 -1.546 -1.828 0.00 0.02 0.02 0.225
H -7.272 -0.248 -0.416 0.01 -0.02 0.01 0.235
H -6.538 0.625 1.772 0.00 0.01 -0.02 0.236
H -4.235 0.238 2.555 0.01 0.02 0.01 0.234
Cl -1.553 0.348 -1.882 -0.34 -0.31 -0.20 -0.646
N -0.795 -5.654 -1.360 0.21 0.28 0.03 -0.688
C 0.185 -4.805 -2.140 -0.02 -0.13 0.04 -0.599
P -0.632 -3.146 -2.160 -0.72 -0.41 0.20 2.171
O -2.083 -3.530 -2.292 0.23 0.15 -0.03 -1.165
O -0.129 -2.419 -0.962 0.57 0.24 0.35 -1.144
C -0.216 -2.345 -3.752 0.01 0.12 -0.04 -0.615
N -1.445 -1.615 -4.191 0.00 -0.20 -0.02 -0.713
H -0.720 -6.651 -1.554 0.02 -0.02 -0.02 0.446
H -1.730 -5.280 -1.617 -0.18 -0.02 -0.11 0.482
H -0.693 -5.500 -0.354 0.05 -0.05 0.06 0.448
H 0.260 -5.226 -3.140 0.02 -0.06 0.00 0.246
H 1.154 -4.809 -1.651 0.01 -0.07 0.03 0.258
H 0.032 -3.104 -4.492 0.00 0.03 -0.08 0.250
H 0.612 -1.647 -3.647 -0.04 0.09 -0.06 0.263
H -1.365 -1.224 -5.129 0.03 -0.01 -0.01 0.439
H -1.633 -0.845 -3.494 0.06 0.24 0.14 0.464
H -2.253 -2.246 -4.137 0.05 -0.05 0.00 0.459
```
Forces are in eV/Å.

As for the total charge: +2. For the HOMO energy, the calculation gives -12.976 eV. The largest force on an atom is 1.15 eV Å⁻¹.

---

Below is a structure of composition C29H30AsF6I2N3S2Ti, with properties calculated with wB97M-V/def2-TZVPD.

```
74
Properties=species:S:1:pos:R:3:forces:R:3:mulliken_charge:R:1
Ti 0.198 0.508 -0.321 0.13 -0.22 -0.30 0.221
C 2.432 -1.617 0.227 -0.05 -0.03 -0.06 -1.041
N 1.501 -1.348 -0.897 -0.16 0.11 -0.05 1.520
C 0.457 -2.397 -1.043 0.15 0.03 0.06 -0.551
C -0.559 -1.940 -2.067 -0.08 0.17 -0.02 -1.517
N -1.328 -0.783 -1.523 -0.10 -0.02 -0.15 1.710
C -2.533 -1.318 -0.832 0.19 -0.02 -0.11 -1.960
C -1.864 0.115 -2.556 0.08 -0.18 0.21 -0.169
C -2.246 -0.355 -3.798 -0.03 0.07 -0.07 -0.350
C -2.809 0.520 -4.719 0.00 0.01 0.00 -0.955
C -3.004 1.850 -4.380 0.02 -0.04 0.04 -0.705
C -2.630 2.311 -3.125 -0.03 0.06 -0.02 -0.763
C -2.053 1.448 -2.204 0.02 0.07 0.14 0.442
S -1.530 2.037 -0.606 0.15 -0.26 -0.41 -0.213
C 2.293 -1.276 -2.131 -0.02 -0.11 0.16 -0.992
C 3.148 -2.317 -2.471 0.03 0.02 -0.06 -0.590
C 3.914 -2.237 -3.621 -0.02 0.02 0.01 -1.030
C 3.817 -1.107 -4.426 -0.01 0.02 0.02 -0.637
C 2.953 -0.081 -4.092 0.02 -0.01 -0.03 -0.994
C 2.167 -0.158 -2.937 -0.02 0.07 -0.05 1.688
S 0.994 1.074 -2.560 -0.17 0.09 0.17 -0.394
H 2.781 -2.651 0.209 0.02 0.00 0.01 0.429
H 1.933 -1.419 1.162 -0.06 -0.01 0.09 -0.236
H 3.280 -0.944 0.131 0.01 0.01 0.01 0.326
H -0.010 -2.554 -0.069 0.00 -0.01 0.02 0.248
H 0.910 -3.343 -1.353 0.01 -0.01 -0.01 0.552
H -1.233 -2.763 -2.317 -0.03 0.00 -0.02 0.481
H -0.055 -1.622 -2.979 0.04 0.01 0.02 0.683
H -2.238 -2.106 -0.146 -0.03 0.03 -0.06 0.822
H -3.216 -1.725 -1.579 -0.03 -0.01 -0.01 0.503
H -3.019 -0.512 -0.289 -0.01 0.01 -0.07 0.110
H -2.095 -1.392 -4.066 -0.01 0.00 0.01 0.426
H -3.092 0.157 -5.698 0.00 0.01 0.01 0.414
H -3.440 2.535 -5.095 0.00 0.00 0.00 0.393
H -2.758 3.352 -2.859 -0.01 0.00 -0.01 0.519
H 3.227 -3.192 -1.837 0.00 0.00 0.00 0.340
H 4.584 -3.045 -3.882 0.00 0.01 0.00 0.427
H 4.420 -1.027 -5.322 0.00 0.00 0.00 0.409
H 2.868 0.796 -4.719 0.00 -0.01 0.00 0.491
I -1.075 4.593 1.944 0.09 -0.05 -0.10 0.100
C -3.025 4.348 2.710 -0.08 0.08 0.12 -0.906
I -4.254 2.786 1.944 0.04 0.05 -0.02 0.007
H -3.564 5.266 2.518 -0.02 0.00 0.05 0.485
H -2.929 4.165 3.772 -0.03 0.01 0.01 0.387
F 1.806 1.351 0.318 -0.04 0.39 0.03 -0.121
As 3.061 2.928 0.279 -0.12 -0.12 0.02 2.063
F 3.691 2.164 -1.106 0.24 -0.12 -0.11 -0.446
F 1.894 3.694 -0.687 -0.32 0.18 -0.18 -0.414
F 4.159 4.220 0.290 0.04 -0.02 0.02 -0.443
F 2.196 3.437 1.668 0.04 0.11 0.02 -0.433
F 3.997 1.894 1.268 0.23 -0.12 0.17 -0.463
C 0.344 2.278 4.917 -0.03 -0.03 -0.02 -0.740
C 1.441 1.888 4.171 -0.02 -0.04 -0.01 -0.839
C 1.281 1.105 3.032 0.09 -0.05 0.15 0.065
C 0.015 0.736 2.614 -0.12 -0.18 -0.22 0.052
C -1.090 1.123 3.372 -0.06 0.09 -0.08 -0.176
C -0.928 1.880 4.516 0.05 0.03 0.01 -0.850
N -0.202 -0.170 1.477 0.02 -0.31 0.58 1.671
C -0.702 -1.399 2.061 0.04 0.28 -0.16 -0.410
C -2.065 -1.667 2.076 -0.17 -0.01 0.18 -0.213
C -2.564 -2.824 2.662 0.03 0.03 -0.01 -0.999
C -1.703 -3.726 3.268 0.07 0.04 -0.02 -0.596
C -0.346 -3.431 3.323 -0.05 0.00 -0.01 -1.016
C 0.146 -2.272 2.742 0.01 -0.03 0.03 -0.299
H 0.474 2.884 5.804 -0.01 0.00 0.00 0.406
H 2.439 2.186 4.465 -0.01 0.01 0.00 0.463
H 2.155 0.789 2.484 0.02 -0.02 -0.02 0.359
H -2.081 0.823 3.062 0.00 0.00 -0.01 0.370
H -1.799 2.164 5.095 0.00 0.00 0.01 0.528
H -2.741 -0.940 1.649 0.04 -0.04 0.13 0.618
H -3.631 -3.007 2.655 0.00 0.00 0.01 0.434
H -2.087 -4.630 3.720 0.01 0.01 0.01 0.419
H 0.333 -4.095 3.842 0.00 0.00 -0.01 0.428
H 1.189 -2.019 2.868 0.06 -0.01 -0.04 0.452
```
Forces are in eV/Å.

As for the total charge: 0. For the HOMO energy, the calculation gives -7.682 eV. The largest force on an atom is 0.66 eV Å⁻¹.

---

Computed values of total energy (unit: Eh) for the preceding records, in sequence: -1686.06000, -5399.00879, -6363.75874.
Computed values of relative energy (zero: lowest compared OMol25 entry of this formula, charge and spin) (unit: kJ/mol) for the preceding records, in sequence: 71.3, 0.0, 0.0.